[1]
A cluster of 19 separate species, C30H71Cl18N9O21S in total in a non-equilibrium geometry, computed with wB97M-V/def2-TZVPD.

Cartesian coordinates (Å):
Cl (-2.88736, -3.76796, 3.25827)
Cl (-4.33947, 0.61606, -1.39041)
Cl (-3.84890, 4.89502, 2.56613)
Cl (-3.42850, 8.02288, -1.85443)
Cl (1.01735, -5.23853, 2.27860)
Cl (-1.13962, 2.48731, 2.57038)
Cl (0.04380, 1.58675, -1.72097)
Cl (-2.11351, 4.00800, -1.14805)
Cl (4.08145, -3.62653, 1.00605)
Cl (-1.08448, -1.40499, -3.58254)
Cl (-2.74911, -0.49332, 2.42304)
Cl (1.52288, -1.39059, 3.40164)
Cl (1.14315, -3.82213, -4.83613)
Cl (3.37441, 1.32371, 5.20780)
Cl (-1.20975, -2.27083, 6.55019)
Cl (-4.63927, 4.05075, -3.96269)
Cl (2.08836, -0.27102, 0.13105)
Cl (0.07476, 2.87173, 6.04448)
S (-1.19475, -5.96089, -1.98335)
O (1.97934, 4.04088, 1.99387)
O (-7.87116, 2.99422, 0.89393)
O (4.77826, -4.85175, -2.02795)
O (-6.08034, 0.68227, 4.39043)
O (5.65647, -3.17396, -3.03385)
O (5.38588, 0.62643, -1.35666)
O (-1.85233, -6.15088, -3.24704)
O (-1.09542, 2.74333, -5.14422)
O (0.41853, -6.03703, -2.18579)
O (3.11032, 4.25205, -1.96991)
O (-5.96961, 3.86127, 0.52516)
O (6.34889, 2.39480, 1.76365)
O (6.64533, 0.61973, 3.00560)
O (0.89750, 1.93602, -4.89417)
O (2.62543, 5.84651, 0.94119)
O (4.59771, 5.73763, -2.43025)
O (7.01699, -0.23380, -2.45993)
O (-5.15958, -5.14730, -2.41269)
O (-1.37379, -4.77475, -1.16505)
O (-4.86197, -3.32394, -1.23607)
O (-4.21131, 1.77923, 4.50178)
N (-4.99601, -3.98662, -2.26234)
N (5.99369, 1.31347, 2.18313)
N (0.08065, 2.84024, -4.84084)
N (5.86741, 0.15833, -2.39270)
N (-6.68064, 2.96286, 0.89846)
N (4.21507, 4.73964, -1.83276)
N (1.89334, 4.90675, 1.09366)
N (-4.93004, 0.81209, 4.79939)
N (5.62932, -3.99912, -2.13585)
C (-0.45455, 0.64428, -0.30412)
C (0.52233, 4.20240, -4.41843)
C (-1.55313, -7.44119, -1.03120)
C (-1.20456, 4.26757, 2.93158)
C (-4.84908, -3.24121, -3.58033)
C (1.77032, 3.47859, 6.00954)
C (0.13433, -1.59748, 5.57964)
C (6.70676, -3.83463, -1.09906)
C (-2.48463, 4.66569, 3.66109)
C (1.20872, -2.90944, -3.32635)
C (-3.63340, -3.05350, 1.85731)
C (2.60945, -4.11990, 0.29190)
C (0.26947, -2.31952, 4.30546)
C (4.67009, 0.82504, 1.78508)
C (-3.12564, 5.53121, -0.90966)
C (2.65493, 2.92850, 4.89220)
C (-6.08317, 1.67191, 1.38292)
C (2.40463, -6.81595, -3.27888)
C (2.05868, -5.42669, 0.77013)
C (-2.92459, -1.83359, 1.20598)
C (0.88218, -6.94071, -3.21136)
C (0.81597, 4.77227, 0.11200)
C (-4.13161, 1.65915, -2.83804)
C (5.14488, 4.18117, -0.78379)
C (0.60244, 0.55057, 0.71649)
C (5.01842, -0.02166, -3.66457)
C (-2.64026, 6.42810, -1.97264)
C (-5.09598, 2.78054, -2.73344)
C (0.70690, -1.44922, -3.34668)
C (-4.30521, -0.25099, 5.67457)
H (-3.67522, 0.27896, 6.37693)
H (5.27320, 0.84441, -4.27610)
H (-1.04474, 4.75421, 1.94201)
H (5.34719, -0.96130, -4.06388)
H (1.76426, 4.54442, 5.82808)
H (-2.86762, 5.94006, -2.92679)
H (1.24301, 4.35778, -0.78898)
H (-2.93307, 5.87764, 0.10751)
H (-2.80673, 3.91731, 4.40315)
H (2.24229, -2.86424, -2.95694)
H (2.68146, -4.18973, -0.80724)
H (4.61924, 0.72682, 0.70845)
H (-3.12681, 2.06597, -2.81112)
H (1.58771, 4.30346, -4.19920)
H (-4.99811, 1.67684, 1.24401)
H (6.02925, 4.78888, -0.62892)
H (5.55243, 3.18134, -1.01293)
H (1.07108, -1.66188, 6.11523)
H (6.72212, -4.70640, -0.43601)
H (0.82582, -0.99927, -2.35167)
H (0.19039, 4.84371, -5.24985)
H (-4.94083, -2.21432, -3.33735)
H (-5.55486, -3.62337, -4.27614)
H (1.37611, -5.88738, 0.07575)
H (1.02373, 1.51918, 0.79057)
H (2.18298, 3.16622, 6.96754)
H (6.46257, -2.90068, -0.56765)
H (-0.65302, -2.27022, 3.77283)
H (2.92363, -7.04267, -2.29777)
H (-1.54944, 6.52477, -1.90654)
H (-6.35731, 1.47850, 2.38841)
H (3.84531, 1.47570, 2.04339)
H (-5.06647, 3.21527, -1.74991)
H (-0.93968, -7.35177, -0.09244)
H (-0.88366, -0.31997, -0.61023)
H (-1.21510, 1.24734, 0.17889)
H (-1.91917, -2.11435, 0.93769)
H (-4.29291, 1.09141, -3.74396)
H (2.73352, -5.87094, -3.64517)
H (0.46584, -6.73066, -4.17703)
H (-0.02747, -0.53573, 5.32427)
H (-3.62884, -0.83411, 5.05878)
H (-4.65808, -2.76472, 2.14401)
H (0.06207, 4.12019, 0.46388)
H (0.00599, 4.33580, -3.46618)
H (0.63331, -3.31557, 4.49804)
H (0.26746, -0.01133, 1.56333)
H (4.01438, -0.01453, -3.22975)
H (0.59342, -3.49918, -2.62428)
H (2.07972, 2.80449, 3.96003)
H (-2.63190, -7.50293, -0.92015)
H (0.43785, 5.77644, -0.13854)
H (4.55224, 3.95293, 0.08204)
H (-0.32762, 4.50896, 3.51896)
H (7.60876, -3.66155, -1.65887)
H (-4.18117, 5.27759, -0.98919)
H (-3.64544, -3.86985, 1.10464)
H (1.90049, -3.32569, 0.51611)
H (-2.34633, 5.60046, 4.14750)
H (-5.01734, -0.85498, 6.20001)
H (-6.13928, 2.53545, -2.97978)
H (1.20339, -0.81080, -4.11690)
H (-1.17065, -8.27590, -1.63955)
H (-6.41361, 0.77446, 0.87431)
H (3.51616, 3.58191, 4.69995)
H (-3.51016, -1.41017, 0.40876)
H (4.53300, -0.08245, 2.35390)
H (0.58433, -7.97490, -2.99114)
H (2.91906, -6.07952, 1.04658)
H (-3.80759, -3.48860, -3.77342)
H (2.79134, -7.58250, -4.00258)

Its multiplicity is 1.

***

[2]
A cluster of 5 separate species, C30H73N3 in total in a non-equilibrium geometry, computed with wB97M-V/def2-TZVPD.

Cartesian coordinates (Å):
N (113.89400, 53.57300, 68.40300)
N (107.65900, 58.55600, 68.67100)
N (110.86900, 61.18200, 71.77900)
C (113.46300, 54.51200, 69.45600)
C (112.79900, 52.77700, 67.99100)
C (112.95000, 52.18700, 66.64300)
C (108.05000, 60.61100, 67.27500)
C (109.49700, 61.80600, 71.56100)
C (109.40600, 56.53200, 72.90400)
C (110.77300, 54.45000, 72.50200)
C (111.11800, 60.31900, 70.58400)
C (114.87100, 55.14100, 74.48900)
C (111.78400, 62.46400, 73.75000)
C (108.07000, 57.06100, 73.21800)
C (115.23100, 52.88900, 68.65300)
C (112.06500, 59.32000, 70.79200)
C (115.03300, 54.42500, 75.75400)
C (109.47600, 62.97600, 70.63700)
C (112.54900, 55.63700, 68.87400)
C (114.23900, 55.07400, 76.98100)
C (106.62200, 57.60600, 69.18900)
C (108.86300, 56.99100, 67.02500)
C (105.67100, 58.23200, 70.24300)
C (112.10800, 52.11200, 72.32600)
C (116.04200, 55.51300, 72.21300)
C (114.34900, 54.16300, 78.27500)
C (107.11700, 59.41100, 67.60400)
C (109.43400, 55.05900, 72.75900)
C (115.17800, 51.66500, 69.65300)
C (111.98400, 62.00000, 72.30000)
C (108.98200, 57.94900, 68.27900)
C (110.85200, 52.83600, 72.88200)
C (115.64900, 54.59900, 73.32600)
H (112.51800, 51.96600, 68.72400)
H (112.29800, 55.83900, 67.84100)
H (106.78300, 58.98600, 66.66000)
H (114.79700, 50.84300, 69.31100)
H (108.61200, 60.74500, 68.22800)
H (106.13700, 59.83000, 67.98900)
H (112.62300, 56.68600, 69.30600)
H (109.72100, 63.01200, 69.56300)
H (116.55300, 56.34500, 72.66200)
H (115.96100, 53.74000, 69.01700)
H (112.14600, 51.15600, 72.61700)
H (106.20900, 58.78500, 71.13900)
H (113.06200, 53.05500, 65.95200)
H (110.09800, 56.78300, 73.62400)
H (110.27500, 59.87900, 70.17000)
H (112.08900, 63.03400, 71.53100)
H (108.90100, 54.80700, 73.76900)
H (112.91400, 52.60100, 72.66300)
H (110.74500, 63.10200, 73.78500)
H (108.39600, 57.24300, 66.07800)
H (109.95200, 56.73200, 71.93600)
H (112.17100, 58.53300, 69.95800)
H (108.17500, 56.29400, 67.29000)
H (115.45400, 56.04300, 74.60800)
H (114.44300, 54.95200, 69.74400)
H (111.55400, 54.79900, 73.10600)
H (113.11300, 54.44300, 70.31700)
H (108.18200, 58.15200, 72.83300)
H (113.56900, 54.72600, 78.95200)
H (105.29100, 57.50700, 70.87200)
H (108.94600, 61.17400, 71.20600)
H (116.16200, 51.53700, 70.18600)
H (113.83600, 55.34900, 74.47800)
H (108.68100, 54.77800, 71.95600)
H (114.06300, 51.71500, 66.30600)
H (111.73000, 58.81800, 71.66100)
H (116.55800, 55.13200, 71.32800)
H (116.00400, 54.58500, 75.73500)
H (110.79400, 53.07800, 74.00800)
H (111.99100, 53.38000, 67.85500)
H (109.40700, 57.38600, 68.96100)
H (108.66800, 60.25100, 66.50500)
H (115.20000, 53.75700, 72.91500)
H (109.68300, 58.57200, 67.94600)
H (107.33600, 56.66300, 72.58300)
H (115.13300, 56.15800, 71.77600)
H (113.03200, 61.42300, 72.18900)
H (105.97400, 57.32300, 68.31300)
H (114.60400, 56.08400, 77.29600)
H (107.62400, 61.51700, 66.94400)
H (112.64600, 63.18300, 74.12900)
H (114.64900, 53.21900, 75.70100)
H (107.81400, 56.97800, 74.38400)
H (111.69000, 61.55200, 74.31000)
H (109.87700, 52.37700, 72.46300)
H (114.33300, 51.93900, 70.46400)
H (116.70300, 54.17800, 73.64700)
H (109.03600, 62.13600, 72.43700)
H (113.05400, 59.77700, 70.87100)
H (107.06400, 56.64600, 69.51900)
H (115.53600, 52.56300, 67.61500)
H (113.26000, 55.04600, 76.86300)
H (115.19500, 54.07800, 78.78300)
H (111.47400, 55.24100, 68.97100)
H (111.20100, 61.22300, 69.96100)
H (105.01800, 58.90600, 69.72900)
H (109.99600, 63.80500, 71.06900)
H (112.18400, 51.59000, 66.37600)
H (114.06100, 53.02100, 78.21000)
H (108.42100, 63.36600, 70.50400)
H (112.24400, 52.33200, 71.37700)
H (111.01900, 54.59100, 71.50900)
H (109.87900, 56.56600, 66.84000)

Its SMILES is CCN(CC)CC.CCN(CC)CC.CCN(CC)CC.CCCCCC.CCCCCC. Its multiplicity is 1.

***

no.,LUMO (eV),HOMO (hartree)
1,-0.4,-0.3908
2,0.8,-0.2851